Record 1
{
  "formula": "C2H4P2S3",
  "method": "ωB97M-V with the def2-TZVPD basis set",
  "species": ["S", "S", "S", "P", "P", "C", "C", "H", "H", "H", "H"],
  "positions_angstrom": [[2.19697, -0.19656, 0.99245], [-4.21301, -0.08258, 0.82263], [-1.89470, -2.57011, 0.38310], [-3.28677, 1.07650, -0.43452], [-0.78214, -0.99434, 0.14083], [0.81138, -1.20064, 0.93504], [-1.47799, 0.69065, -0.32204], [-0.91100, 1.40825, 0.27975], [1.44786, 0.79229, 0.50801], [-1.09061, 0.79432, -1.41759], [0.96842, -2.35759, 1.10454]],
  "forces_ev_per_a": [[0.0, 0.4, -0.1], [0.5, 1.0, -0.7], [-0.2, 0.3, -0.5], [-0.7, -1.0, 1.0], [2.0, -1.3, 1.9], [-2.8, -2.1, -1.4], [2.0, -0.9, -1.6], [-0.2, 0.2, 0.0], [0.5, 0.7, 0.0], [-0.6, 0.2, 1.7], [-0.4, 2.6, -0.2]],
  "homo_lumo_gap_ev": [5.8, 5.8],
  "e_above_lowest_kcal_mol": 48.7,
  "smiles": "S=PCP(=S)=CS",
  "molar_mass_da": 186.2
}

***

Record 2
{
  "formula": "C45H72BCl3Ge2N4O2P3Ti",
  "method": "ωB97M-V with the def2-TZVPD basis set",
  "species": ["Ge", "Ge", "Ti", "Cl", "Cl", "Cl", "P", "P", "P", "O", "O", "N", "N", "N", "N", "C", "C", "C", "C", "C", "C", "C", "C", "C", "C", "C", "C", "C", "C", "C", "C", "C", "C", "C", "C", "C", "C", "C", "C", "C", "C", "C", "C", "C", "C", "C", "C", "C", "C", "C", "C", "C", "C", "C", "C", "C", "C", "C", "C", "C", "B", "H", "H", "H", "H", "H", "H", "H", "H", "H", "H", "H", "H", "H", "H", "H", "H", "H", "H", "H", "H", "H", "H", "H", "H", "H", "H", "H", "H", "H", "H", "H", "H", "H", "H", "H", "H", "H", "H", "H", "H", "H", "H", "H", "H", "H", "H", "H", "H", "H", "H", "H", "H", "H", "H", "H", "H", "H", "H", "H", "H", "H", "H", "H", "H", "H", "H", "H", "H", "H", "H", "H", "H"],
  "positions_angstrom": [[-0.44711, 2.50394, -0.84501], [0.28920, -4.69893, -1.67339], [0.15442, -0.05018, -0.31482], [1.50506, -5.51182, -0.06263], [1.85696, -4.40918, -3.17794], [1.45022, -1.84798, -0.67817], [0.58115, 1.31042, 1.93989], [2.18476, 1.11333, -1.57304], [-1.96145, -0.12984, -1.89598], [-1.49685, -2.42319, 0.81819], [-1.80377, -0.86316, 2.44279], [-1.57911, 2.54608, -2.35503], [-1.25122, 4.76247, -0.98063], [1.09346, 3.56429, -1.11834], [-1.27997, 3.01775, 0.95985], [0.90928, 7.40719, 0.54714], [-4.57918, 5.41167, 0.54016], [-0.12651, 5.49494, -0.44852], [-0.97367, -4.06641, 2.48504], [-1.97487, 5.02918, -5.09567], [2.36817, 2.92861, -1.37842], [-4.02301, -1.68451, 2.81576], [-1.04766, 2.16543, 2.11654], [-1.72291, 6.20357, -4.40219], [-2.40252, 4.74045, -0.16550], [-1.47097, 4.92515, -2.39808], [4.87407, 1.31992, -2.35230], [2.14785, 6.83315, 0.30662], [-3.55808, 5.45314, -0.40193], [-2.30626, 3.86739, 0.96617], [-3.19914, -4.06098, 1.41920], [-3.13890, -1.42188, -4.10940], [-3.33874, 3.89108, 1.94459], [1.11064, 4.87000, -0.63318], [1.24645, 3.93261, 2.86950], [-0.23918, 6.73275, 0.15389], [0.92272, 0.44447, 3.55224], [-2.04193, -1.57481, -3.05043], [-0.71117, -1.86032, -3.73889], [1.58560, 0.84165, -3.32169], [-2.19402, -2.29031, 4.37196], [-1.93282, 1.32160, -3.03943], [-3.80591, 1.01625, -0.11422], [-2.08096, -3.17586, 1.93985], [3.91395, 0.47924, -1.50812], [1.77014, 2.75305, 2.04538], [-3.69429, -0.01029, -1.23921], [1.58161, 2.10522, -4.18179], [2.25886, 5.57472, -0.27379], [-1.46578, 6.14874, -3.03963], [3.15077, 2.34620, 2.57402], [-4.25330, -1.36929, -0.82871], [-2.54850, -2.03995, 2.91716], [-0.15063, 0.64170, 4.62216], [-1.94942, 3.79684, -4.45518], [-4.45226, 4.65204, 1.71947], [4.42232, 0.35168, -0.07742], [1.34327, -1.00803, 3.33892], [2.28408, -0.32181, -4.02950], [-1.68328, 3.72944, -3.08844], [-1.24593, -1.14145, 1.22659], [-4.12634, -1.21985, -3.70005], [4.58206, 1.33537, 0.36573], [-4.26458, 0.36245, -2.09370], [1.02325, 2.92422, -3.72331], [-0.63832, -4.73677, 1.69512], [-4.21832, -0.81330, 3.44262], [-5.25418, 4.66076, 2.44558], [-4.40587, -2.03230, -1.67806], [3.18311, 2.40629, 3.66303], [-1.21745, 7.17753, 0.29702], [1.11665, 1.88069, -5.14427], [5.38330, -0.16443, -0.07622], [3.89766, 3.04965, 2.20058], [-4.31397, -1.44329, 1.79465], [-0.25767, 1.69413, 4.89118], [-3.20429, -2.34616, -4.68518], [0.52874, -1.61646, 2.95671], [3.83297, -0.52295, -1.93256], [-1.33966, -4.67296, 3.31316], [-3.64605, 6.06442, -1.29026], [-3.59030, -4.67030, 2.23557], [-1.81456, 1.39402, 2.21673], [4.52430, 1.47629, -3.37272], [5.84088, 0.81742, -2.40608], [-2.69248, -3.19510, 4.72276], [-2.94101, 1.41012, -3.45614], [1.87603, 3.09325, 1.02398], [1.77371, -0.51849, -4.97377], [1.81276, 0.96561, 3.90171], [3.04880, 7.36860, 0.57687], [-5.47456, 5.99751, 0.37949], [-4.64771, -2.50345, 3.17312], [-3.58586, -1.86812, -0.13244], [-0.10679, -3.50214, 2.82529], [-2.18324, 5.06671, -6.15701], [-4.02803, -3.50515, 0.98788], [3.07468, 3.05465, -0.54551], [-0.78566, -2.79666, -4.29389], [-3.49145, 2.00638, -0.44827], [-5.22259, -1.22879, -0.34629], [0.98744, 3.63220, 3.88856], [2.26434, -1.24368, -3.44742], [5.04449, 2.29831, -1.89812], [1.66985, -1.43715, 4.28794], [2.59640, 2.45009, -4.38790], [0.54100, 0.54191, -3.18056], [3.32043, -0.08424, -4.26644], [-1.11525, 0.25566, 4.30897], [-2.12627, 2.89665, -5.02845], [-4.84487, 1.08844, 0.21285], [0.39099, 4.42653, 2.40934], [-1.26455, 1.09480, -3.88089], [-2.89052, -0.62466, -4.81328], [2.84314, 3.35758, -2.26447], [-1.12340, -2.40777, 4.52359], [3.45594, 1.34230, 2.28382], [3.24160, 5.15714, -0.44628], [2.17751, -1.08185, 2.63770], [-1.72947, 7.15490, -4.91596], [0.11529, -1.96393, -3.03775], [0.15063, 0.10789, 5.52545], [2.03870, 4.67951, 2.94459], [-2.54432, -1.46122, 4.98684], [-1.05387, 2.77087, 3.02301], [-2.79831, -4.73561, 0.66234], [0.83627, 8.38244, 1.00803], [-2.27524, -2.41392, -2.38675], [-3.26190, 3.27667, 2.83108], [-3.20454, 0.71946, 0.74934], [3.73471, -0.21887, 0.54814], [-0.46721, -1.08068, -4.46430], [-1.25899, 7.05146, -2.47798]],
  "forces_ev_per_a": [[0.1, -0.1, 0.0], [0.0, 0.0, 0.0], [0.0, -0.1, 0.1], [0.0, 0.0, 0.0], [0.0, 0.0, 0.0], [-0.1, 0.1, 0.0], [0.1, 0.0, 0.0], [0.1, 0.0, 0.1], [-0.1, -0.1, -0.2], [0.0, 0.1, -0.1], [0.0, 0.1, 0.0], [0.0, 0.0, 0.1], [-0.1, 0.2, 0.0], [-0.1, 0.0, 0.0], [-0.1, 0.0, -0.1], [0.0, 0.0, 0.0], [0.0, 0.0, 0.0], [0.1, 0.0, 0.0], [0.0, 0.0, 0.0], [0.0, 0.0, 0.0], [0.0, 0.0, 0.1], [0.0, 0.0, 0.0], [0.1, 0.0, 0.0], [0.0, 0.0, 0.0], [0.0, 0.0, -0.1], [0.0, 0.0, 0.0], [0.0, 0.0, 0.0], [0.0, 0.0, 0.0], [0.0, 0.0, 0.0], [0.1, 0.0, 0.1], [0.0, 0.0, 0.0], [0.0, 0.0, 0.0], [0.0, 0.0, 0.0], [0.0, 0.0, 0.0], [0.0, 0.0, 0.0], [-0.1, 0.0, 0.0], [0.0, 0.0, 0.0], [0.0, 0.1, 0.0], [0.0, 0.0, 0.0], [0.0, 0.0, 0.1], [0.0, 0.0, 0.0], [0.1, 0.0, 0.1], [0.0, 0.0, 0.0], [0.0, 0.0, 0.0], [-0.1, 0.0, 0.0], [-0.1, 0.0, 0.0], [0.0, 0.0, 0.1], [0.0, 0.0, 0.0], [0.0, 0.0, 0.0], [0.0, 0.0, 0.0], [0.0, 0.0, 0.0], [0.0, 0.1, 0.0], [-0.1, -0.1, 0.0], [0.0, 0.0, 0.0], [0.0, 0.0, 0.0], [0.0, 0.0, 0.0], [0.0, 0.0, 0.0], [0.0, 0.0, 0.0], [0.0, 0.0, 0.0], [0.0, 0.0, 0.0], [0.1, 0.0, -0.1], [0.0, 0.0, 0.0], [0.0, 0.0, 0.0], [0.0, 0.0, 0.0], [0.0, 0.0, 0.0], [0.0, 0.0, 0.0], [0.0, 0.0, 0.0], [0.0, 0.0, 0.0], [0.0, 0.0, 0.0], [0.0, 0.0, 0.0], [0.0, 0.0, 0.0], [0.0, 0.0, 0.0], [0.0, 0.0, 0.0], [0.0, 0.0, 0.0], [0.0, 0.0, 0.1], [0.0, 0.0, 0.0], [0.0, 0.0, 0.0], [0.0, 0.0, 0.0], [0.0, 0.0, 0.0], [0.0, 0.0, 0.0], [0.0, 0.0, 0.0], [0.0, 0.0, 0.0], [0.0, 0.0, 0.0], [0.0, 0.0, 0.0], [0.0, 0.0, 0.0], [0.0, 0.0, 0.0], [0.0, 0.0, 0.0], [0.0, 0.0, -0.1], [0.0, 0.0, 0.0], [0.0, 0.0, 0.0], [0.0, 0.0, 0.0], [0.0, 0.0, 0.0], [0.0, 0.0, 0.0], [0.0, 0.0, 0.0], [0.0, 0.0, 0.0], [0.0, 0.0, 0.0], [0.0, 0.0, 0.0], [0.0, 0.0, 0.0], [0.0, 0.0, 0.0], [0.0, 0.0, 0.0], [0.0, 0.0, 0.0], [0.0, 0.0, 0.0], [0.0, 0.0, 0.0], [0.0, 0.0, 0.0], [0.0, 0.0, 0.0], [0.0, 0.0, 0.0], [0.0, 0.0, 0.0], [0.0, 0.0, 0.0], [0.0, 0.0, 0.0], [0.0, 0.0, 0.0], [0.0, 0.0, 0.0], [0.0, 0.0, 0.0], [0.0, 0.0, 0.0], [0.0, 0.0, 0.0], [0.0, 0.0, 0.0], [0.0, 0.0, 0.0], [0.0, 0.0, 0.0], [0.0, 0.0, 0.0], [0.0, 0.0, 0.0], [0.0, 0.0, 0.0], [0.0, 0.0, 0.0], [0.0, 0.0, 0.0], [0.0, 0.0, 0.0], [0.0, 0.0, 0.0], [0.0, 0.0, 0.0], [0.0, 0.0, 0.0], [0.0, 0.0, 0.0], [0.0, 0.0, 0.0], [0.0, 0.0, 0.0], [0.0, 0.0, 0.0], [0.0, 0.0, 0.0], [0.0, 0.0, 0.0], [0.0, 0.0, 0.0]],
  "charge": 2,
  "homo_lumo_gap_ev": [6.6, 5.0],
  "spin_multiplicity": 2,
  "e_above_lowest_kcal_mol": 0.0,
  "molar_mass_da": 1104.3,
  "s2": 0.7809
}

***

Record 3
{
  "formula": "C8H10O6PPd",
  "method": "ωB97M-V with the def2-TZVPD basis set",
  "species": ["Pd", "P", "O", "O", "O", "O", "O", "O", "C", "C", "C", "C", "C", "C", "C", "C", "H", "H", "H", "H", "H", "H", "H", "H", "H", "H"],
  "positions_angstrom": [[-0.61617, -0.83301, -1.09293], [0.06134, 2.75147, 2.52790], [-1.30499, -1.79743, 1.83236], [0.46209, 1.28955, 2.47441], [-0.87451, -3.21819, -3.29297], [-2.83748, 1.44777, -0.98028], [3.33757, 0.69913, 2.47384], [1.58207, 1.22136, -1.99852], [-1.72952, 2.85829, 2.26777], [-0.93411, -2.31127, -2.61343], [-1.97192, 0.71565, -0.92088], [0.66565, 3.51497, 4.04230], [-0.73572, -1.44859, 0.87057], [1.07274, 0.27593, -1.62425], [2.48277, 0.43364, 1.76261], [0.70718, 3.60323, 1.05236], [-2.05306, 3.87954, 2.51411], [1.15844, 4.55818, 1.36074], [0.76546, -1.04662, -0.03667], [-0.11754, 3.44308, 4.83211], [1.62480, 3.04199, 4.37114], [0.86351, 4.57404, 3.80216], [-0.14758, 3.75131, 0.37086], [-1.94039, 2.65157, 1.19937], [1.47000, 2.98868, 0.54405], [-2.25623, 2.12850, 2.90700]],
  "forces_ev_per_a": [[-0.9, -0.8, -1.0], [0.6, -2.6, -0.9], [3.6, 1.3, -3.7], [-0.8, 0.7, 0.2], [-0.3, 1.8, 1.4], [1.6, -1.2, 0.2], [-1.5, -0.3, -0.9], [-0.7, -1.6, 1.0], [-0.2, 0.5, 0.5], [0.3, -1.9, -1.8], [-2.6, 1.7, -0.1], [-0.2, 0.7, 0.2], [-4.6, -1.3, 4.9], [1.9, 2.4, -1.8], [2.0, 0.0, 0.5], [0.1, 0.4, 0.2], [-0.3, -0.3, -0.2], [-0.2, -0.1, -0.5], [1.9, -0.4, 1.2], [0.7, 0.0, -0.5], [-0.9, 0.2, -0.4], [-0.1, -0.3, 0.5], [0.5, 0.2, 0.2], [0.2, 0.2, 0.7], [-0.3, 0.2, 0.4], [0.3, 0.4, -0.2]],
  "charge": 1,
  "homo_lumo_gap_ev": [7.0, 4.8],
  "spin_multiplicity": 3,
  "e_above_lowest_kcal_mol": 71.4,
  "molar_mass_da": 339.6,
  "s2": 2.0094
}

***

Record 4
{
  "formula": "C4H10N2P",
  "method": "ωB97M-V with the def2-TZVPD basis set",
  "species": ["P", "N", "N", "C", "C", "C", "C", "H", "H", "H", "H", "H", "H", "H", "H", "H", "H"],
  "positions_angstrom": [[2.82795, -0.05851, -0.11562], [-1.88398, -0.21397, -0.05245], [0.13744, -1.32249, 0.02401], [0.19821, 1.21684, 0.33265], [-1.29908, 1.09853, -0.23489], [-1.10036, -1.27001, 0.20716], [1.01832, 0.23635, -0.42137], [0.24023, 1.10182, 1.35548], [3.06983, -1.18233, -0.77826], [0.54549, 2.17874, 0.22274], [0.82133, -1.95717, 0.38027], [2.67307, -0.80697, 1.04400], [-1.54359, 1.37652, -1.22850], [-1.72912, -2.09766, 0.57611], [-2.95663, -0.39407, -0.09153], [0.94137, 0.28663, -1.52010], [-1.96049, 1.80773, 0.30030]],
  "forces_ev_per_a": [[-0.3, 2.3, 1.5], [-0.9, -1.5, 0.5], [4.0, 3.6, -1.5], [-2.5, -1.5, -2.9], [-0.6, 1.3, 1.8], [-4.4, -0.4, 0.4], [-0.3, -3.5, -0.1], [-0.2, -0.9, 2.4], [-0.1, -1.7, -1.7], [0.7, 2.4, -0.9], [-0.3, -0.8, 0.2], [0.0, 0.1, 0.8], [1.1, 0.4, -1.4], [0.9, -0.2, -0.2], [2.9, 0.7, 0.3], [-0.5, 0.0, 0.5], [0.5, -0.3, 0.3]],
  "charge": 1,
  "homo_lumo_gap_ev": 10.7,
  "e_above_lowest_kcal_mol": 25.0,
  "molar_mass_da": 117.1
}

***

Record 5
{
  "formula": "C4H9NS",
  "method": "ωB97M-V with the def2-TZVPD basis set",
  "species": ["S", "N", "C", "C", "C", "C", "H", "H", "H", "H", "H", "H", "H", "H", "H"],
  "positions_angstrom": [[-0.16885, -2.22702, -0.46614], [0.30295, 0.12617, 0.26182], [-0.29650, -0.47702, -0.80555], [-0.35090, 0.54814, 1.27018], [0.42219, -0.24663, -2.13645], [0.25975, 1.33670, 2.33766], [0.05242, 0.78581, 3.30373], [-1.33036, -0.21504, -0.98770], [-0.07690, -0.96995, -2.77413], [1.46104, -0.73445, -1.99196], [-0.56093, -2.62834, -1.56531], [0.44559, 0.77086, -2.48004], [1.36408, 1.11542, 2.22256], [-0.02670, 2.32142, 2.46737], [-1.49689, 0.49393, 1.34396]],
  "forces_ev_per_a": [[1.0, -0.1, 3.8], [1.0, 2.0, 3.0], [-0.8, -0.7, -2.4], [-2.1, 0.5, -1.7], [1.7, -2.2, 1.1], [2.8, -4.2, 1.8], [-0.2, 0.7, -0.7], [-0.7, 0.2, 0.4], [-0.1, 0.6, -0.9], [-1.3, 1.3, -0.4], [-1.2, -1.2, -3.3], [0.0, 0.3, -0.2], [-1.0, 1.2, 0.1], [-0.5, 2.0, -0.2], [1.3, -0.3, -0.4]],
  "homo_lumo_gap_ev": 10.0,
  "e_above_lowest_kcal_mol": 38.9,
  "smiles": "C/C=N/[C@@H](C)S",
  "molar_mass_da": 103.2
}

***

Record 6
{
  "formula": "C3HNO2",
  "method": "ωB97M-V with the def2-TZVPD basis set",
  "species": ["O", "O", "N", "C", "C", "C", "H"],
  "positions_angstrom": [[2.01872, -1.48015, -0.89749], [-0.86465, -0.52112, 0.81504], [-1.04514, 2.75695, -0.25913], [-0.80247, 1.65287, -0.02569], [-0.28586, 0.31221, 0.08988], [1.06612, -1.32282, -0.29271], [-0.08671, -1.39793, 0.57011]],
  "forces_ev_per_a": [[-0.7, 0.3, 0.4], [0.3, -0.1, -0.2], [0.0, -0.2, 0.1], [-0.1, -0.1, 0.1], [0.0, 0.3, -0.1], [1.0, -0.6, -0.4], [-0.5, 0.4, 0.2]],
  "homo_lumo_gap_ev": 9.0,
  "e_above_lowest_kcal_mol": 54.0,
  "molar_mass_da": 83.0
}

***

Record 7
{
  "formula": "CH2N2O2",
  "method": "ωB97M-V with the def2-TZVPD basis set",
  "species": ["O", "O", "N", "N", "C", "H", "H"],
  "positions_angstrom": [[-1.68481, 0.87443, 0.60163], [1.00457, 0.02428, -2.01529], [1.15538, -0.92127, 0.15426], [-1.06017, -0.21236, 0.96849], [0.88464, -0.44586, -0.92445], [-0.90191, 1.42618, 0.26932], [0.60231, -0.74539, 0.94603]],
  "forces_ev_per_a": [[2.4, -0.1, -0.5], [-1.3, -1.0, 1.9], [0.8, -0.5, -1.5], [-2.4, 0.6, 0.8], [2.6, 1.0, -2.3], [-1.6, 0.0, 0.4], [-0.5, -0.1, 1.1]],
  "homo_lumo_gap_ev": [9.2, 9.2],
  "e_above_lowest_kcal_mol": 133.3,
  "molar_mass_da": 74.0
}

***

Record 8
{
  "formula": "C3H3NO",
  "method": "ωB97M-V with the def2-TZVPD basis set",
  "species": ["O", "N", "C", "C", "C", "H", "H", "H"],
  "positions_angstrom": [[2.47738, 1.00224, 0.29523], [-0.73257, -0.42163, -0.12934], [-0.85715, 0.78552, 0.19114], [2.05937, -0.02917, 0.10139], [-0.32381, -1.54332, -0.15643], [-0.18614, 1.50645, -0.30522], [-1.70117, 1.12303, 0.78510], [-0.73591, -2.42311, -0.78186]],
  "forces_ev_per_a": [[-0.2, -0.4, 0.0], [0.1, -0.6, 0.4], [-0.2, 2.5, -0.6], [0.8, 0.6, 0.1], [-0.9, -3.5, -0.7], [-0.6, -0.3, 0.3], [0.3, -0.2, 0.1], [0.7, 1.9, 0.6]],
  "homo_lumo_gap_ev": 9.1,
  "e_above_lowest_kcal_mol": 68.0,
  "molar_mass_da": 69.1
}